# C41H31N8O6PZn

C41H31N8O6PZn as an isolated structure in a non-equilibrium geometry (wB97M-V/def2-TZVPD, the Open Molecules 2025 dataset).

**Total energy**: -4591.0175 hartree
**E_HOMO**: -7.089 eV
**Relative energy (zero: lowest compared OMol25 entry of this formula, charge and spin)**: 88.4 kJ/mol
**F_max**: 0.066 hartree/bohr
**Frontier orbital gap**: 0.2306 Eh

Geometry as ORCA input:
```
! wB97M-V def2-TZVPD RIJCOSX def2/J DEFGRID3
* xyz 0 1
C 10.49009 15.45080 8.68553
C 15.01322 8.82694 14.02542
C 13.71966 8.17408 11.70503
N 14.33495 12.35827 9.37391
H 13.71680 14.38127 6.83684
C 11.63510 16.35490 13.21036
C 10.44276 13.77551 10.36456
C 13.60769 13.51350 7.45522
C 12.82871 16.15395 12.55816
C 11.49224 12.56208 16.86563
N 15.10156 11.22077 13.32711
O 10.69381 11.72594 11.63916
H 19.52681 10.15680 13.78983
H 14.97735 14.26217 8.85177
H 8.56202 16.10771 7.93374
H 12.06968 12.63266 6.32207
C 13.93987 7.21160 12.62823
C 15.49959 16.05987 13.38268
H 11.47264 15.88769 14.17846
C 17.83936 16.60328 12.90840
C 12.77225 13.66597 15.22672
N 6.92202 14.63777 9.38383
C 16.69752 15.77497 12.73532
N 12.37869 12.75184 14.28816
C 11.13232 14.61162 9.54995
C 17.68020 17.62668 13.83210
C 11.58688 11.76354 14.67698
C 15.44528 17.09390 14.30474
O 10.65907 16.78923 6.79478
C 17.46023 10.61084 13.51940
H 18.58010 18.26010 14.02394
C 16.76543 12.84748 13.97733
H 14.84798 6.72331 14.53319
C 9.04635 13.73447 10.28378
C 18.76765 10.93257 13.87218
H 10.99922 12.43697 17.81237
C 18.09950 13.24079 14.26994
C 14.61626 7.50486 13.82673
C 12.72524 11.33680 7.94437
H 10.13144 18.67492 11.26844
C 12.33494 13.61110 16.58359
C 14.72259 9.87646 13.13368
H 12.69729 14.30660 17.35076
O 6.27957 13.75312 9.92594
C 13.02509 16.89828 11.37594
H 20.09527 12.64108 14.50068
Zn 13.75826 12.37351 12.53861
C 13.61375 11.30194 9.03593
C 11.19188 12.78230 11.27477
H 13.47178 6.26748 12.39848
H 15.55011 9.05079 14.95898
H 12.00970 10.53186 7.79218
O 6.37036 15.49621 8.70350
H 13.21930 7.94716 10.76312
P 14.07291 14.99509 13.10594
O 12.31803 13.28842 11.54360
N 11.26924 16.29429 7.76372
C 16.41477 11.54048 13.62465
H 17.20780 9.60572 13.25359
C 10.85995 17.98599 11.61092
N 13.68717 14.62553 14.78298
H 13.98446 16.85147 10.80904
H 16.00450 13.63625 14.04079
H 12.19703 14.58924 9.61838
C 10.64156 17.22977 12.77180
H 10.32171 10.85270 16.14727
H 8.46865 12.98173 10.78030
N 13.76384 10.51406 11.06664
O 12.45645 16.38741 7.98285
C 14.03828 9.49290 11.98307
H 11.30869 11.05485 13.90044
N 13.63156 10.15761 9.90997
C 16.56413 17.81746 14.58481
C 19.09066 12.25035 14.22920
H 9.74107 17.36067 13.35316
C 9.10759 15.48111 8.59889
H 18.35926 14.24389 14.52438
C 11.04801 11.62896 15.91917
C 12.08669 17.82774 10.91235
H 16.71585 14.95786 12.00666
H 14.50115 17.36122 14.74584
C 8.41588 14.63510 9.44948
H 12.28697 18.31116 9.91642
C 14.38957 13.43104 8.59019
C 12.75361 12.49397 7.15374
H 18.77371 16.45664 12.36444
H 16.53090 18.51347 15.43302
H 14.11859 15.18446 15.52341
*
```